Model 1:
{
  "formula": "C3H7N5O",
  "method": "wB97M-V/def2-TZVPD",
  "elements": ["C", "C", "C", "H", "H", "H", "H", "H", "H", "H", "N", "N", "N", "N", "N", "O"],
  "positions_angstrom": [[2.221, 1.124, 0.544], [0.321, -0.741, 0.000], [-1.827, -0.808, 0.179], [3.414, 1.567, 1.169], [1.623, 1.906, -0.339], [1.487, 0.691, 1.493], [3.401, -0.261, 0.145], [-2.799, -1.371, 0.347], [-1.997, 0.985, 1.272], [-2.147, 2.248, -0.129], [2.551, 0.001, -0.415], [1.530, -1.080, -0.215], [-0.738, -1.451, 0.496], [-1.742, 0.332, -0.546], [-2.348, 1.148, 0.238], [-0.255, 0.517, -0.651]],
  "lowdin_charge": [-0.211, -0.419, -0.190, 0.157, 0.129, 0.109, 0.080, 0.165, 0.144, 0.205, -0.142, 0.073, 0.164, -0.203, 0.000, -0.060],
  "lumo_ev": -0.164,
  "homo_lumo_gap_ev": 8.8
}

Model 2:
{
  "formula": "C3H7N5O",
  "method": "wB97M-V/def2-TZVPD",
  "elements": ["C", "C", "C", "N", "N", "N", "N", "N", "O", "H", "H", "H", "H", "H", "H", "H"],
  "positions_angstrom": [[-3.530, 0.590, 0.296], [1.411, -1.440, 0.327], [1.017, -0.227, -0.411], [-3.858, -0.653, 0.302], [-2.284, 0.706, -0.048], [-2.775, -1.334, -0.112], [-1.778, -0.575, -0.210], [0.130, 1.887, -0.176], [0.710, 0.807, 0.304], [-4.145, 1.429, 0.411], [2.264, -2.037, -0.095], [0.436, -2.034, 0.345], [1.687, -1.129, 1.350], [1.056, -0.359, -1.548], [0.133, 2.569, 0.586], [-1.678, 1.512, -0.441]],
  "lowdin_charge": [-0.240, -0.071, -0.179, 0.010, 0.021, -0.053, 0.003, -0.065, -0.148, 0.106, 0.095, 0.097, 0.089, 0.161, 0.041, 0.133],
  "lumo_ev": [0.047, 0.124],
  "homo_lumo_gap_ev": [8.2, 8.4]
}

model 2 wins, 2.654 eV ahead of the next structure.